{
  "formula": "C15H48N8O10",
  "method": "the ωB97M-V functional and the def2-TZVPD basis",
  "symbols": ["C", "O", "C", "C", "N", "C", "C", "O", "C", "H", "H", "H", "H", "H", "H", "H", "H", "H", "H", "H", "H", "H", "H", "H", "C", "O", "C", "C", "N", "C", "C", "O", "C", "H", "H", "H", "H", "H", "H", "H", "H", "H", "H", "H", "H", "H", "H", "H", "C", "O", "N", "N", "H", "H", "H", "H", "C", "O", "N", "N", "H", "H", "H", "H", "C", "O", "N", "N", "H", "H", "H", "H", "O", "H", "H", "O", "H", "H", "O", "H", "H"],
  "coordinates": [[-5.572, 0.639, 5.496], [-4.802, -0.018, 4.559], [-3.373, 0.186, 4.661], [-2.775, 0.088, 3.242], [-3.271, 1.196, 2.375], [-3.534, 0.822, 0.988], [-2.414, 0.250, 0.125], [-2.242, 1.009, -1.117], [-3.302, 0.861, -2.146], [-5.014, 1.200, 6.246], [-6.254, 0.040, 6.099], [-6.285, 1.228, 4.920], [-3.045, -0.740, 5.134], [-2.881, 0.969, 5.238], [-3.113, -0.879, 2.869], [-1.688, 0.102, 3.167], [-4.115, 1.539, 2.811], [-3.794, 1.747, 0.472], [-4.406, 0.168, 0.970], [-2.570, -0.803, -0.108], [-1.431, 0.304, 0.595], [-4.280, 1.311, -1.975], [-3.545, -0.185, -1.958], [-2.933, 1.148, -3.130], [4.696, 1.736, -3.217], [3.935, 0.880, -2.427], [3.240, 0.024, -3.316], [2.527, -1.169, -2.688], [1.512, -0.655, -1.751], [0.464, -1.669, -1.531], [-0.500, -1.700, -2.705], [-0.153, -2.485, -3.800], [-1.305, -3.119, -4.402], [5.463, 1.099, -3.658], [5.142, 2.534, -2.624], [4.105, 2.148, -4.035], [3.779, -0.521, -4.091], [2.478, 0.493, -3.938], [3.241, -1.798, -2.157], [2.218, -1.816, -3.510], [2.100, -0.558, -0.936], [-0.228, -1.374, -0.742], [0.766, -2.658, -1.187], [-0.692, -0.696, -3.084], [-1.490, -1.957, -2.329], [-0.968, -4.063, -4.832], [-1.730, -2.626, -5.276], [-2.202, -3.334, -3.820], [0.502, -1.629, 2.163], [0.481, -0.620, 1.488], [1.143, -1.849, 3.273], [-0.324, -2.600, 1.984], [1.232, -2.774, 3.668], [1.929, -1.232, 3.422], [-0.610, -3.029, 2.852], [-0.929, -2.706, 1.182], [4.254, -0.629, 1.220], [3.973, 0.340, 1.892], [4.726, -1.773, 1.750], [4.395, -0.597, -0.075], [4.785, -1.835, 2.756], [4.839, -2.549, 1.115], [5.096, -1.155, -0.541], [4.122, 0.270, -0.515], [0.389, 2.975, -3.331], [0.667, 4.113, -3.578], [1.142, 2.169, -2.693], [-0.684, 2.361, -3.553], [0.935, 1.189, -2.561], [1.412, 2.481, -1.771], [-0.800, 1.422, -3.197], [-1.281, 2.638, -4.319], [-1.070, 2.839, 1.856], [-1.895, 2.356, 1.804], [-0.396, 2.160, 1.876], [1.524, 1.733, 0.604], [0.965, 0.959, 0.547], [2.283, 1.444, 1.111], [2.187, 1.650, 3.792], [2.880, 1.011, 3.624], [2.366, 1.972, 4.675]],
  "forces_ev_per_a": [[-1.511, 0.872, 0.558], [1.721, 0.364, -0.269], [0.932, -2.324, -0.915], [-1.019, 0.898, -0.573], [0.772, -0.930, 0.583], [-0.842, 0.362, -0.066], [0.513, 0.855, -0.868], [-0.869, 0.301, -0.363], [0.614, -1.394, 2.355], [0.166, 0.393, -0.374], [0.320, -1.012, -0.067], [0.121, 0.836, 0.273], [0.459, -0.051, 0.347], [-1.159, 0.776, 0.043], [-0.130, -0.244, -0.316], [0.112, -0.056, 0.640], [-0.203, 0.105, -0.332], [-0.256, 0.073, -0.001], [-0.207, -0.289, -0.298], [-0.266, -0.253, -0.201], [-0.124, 0.182, 0.094], [0.297, 0.956, 0.443], [-0.104, -0.560, -1.343], [0.117, -0.310, 0.319], [0.801, 0.248, -0.533], [-1.176, -1.129, -0.448], [-1.129, -1.880, -0.580], [0.736, 0.972, 0.405], [-0.115, -1.901, -0.352], [-0.923, 0.916, -0.061], [-0.637, 0.703, 0.210], [-1.335, -1.544, -0.636], [0.673, -0.540, -1.182], [0.537, 0.352, -0.280], [-0.142, -0.128, 0.054], [-0.127, 0.291, 0.092], [1.641, 0.564, -0.014], [0.020, 0.941, 0.407], [0.273, -0.118, 0.240], [-0.833, 0.339, 0.046], [-0.613, 0.396, 0.739], [0.459, 0.662, 0.322], [0.533, -0.368, -0.481], [0.378, 0.548, 0.253], [-0.113, -0.600, 0.161], [0.180, -0.150, 0.286], [0.397, 0.890, -0.058], [0.478, 0.172, 1.005], [-1.017, 2.289, -1.139], [1.166, 0.742, -0.658], [3.770, 0.877, 3.280], [-3.782, -4.503, -1.063], [0.052, 0.242, -0.339], [-0.132, 0.104, 0.380], [-0.310, -0.470, -0.615], [0.121, 0.453, 0.285], [2.041, 0.072, 1.657], [-1.422, 0.833, 1.122], [-0.111, -1.220, 0.780], [-0.531, 0.513, -3.196], [0.038, -0.334, -0.405], [0.042, -0.143, 0.755], [-0.320, 0.174, 0.055], [0.228, 0.006, -0.423], [1.530, 2.885, 0.055], [0.211, 2.660, -0.988], [5.826, -3.334, 4.757], [-7.830, -2.815, -3.472], [-0.290, 0.008, -0.183], [0.850, 0.432, 0.004], [-0.192, 0.471, -0.156], [-0.119, 0.132, 0.200], [0.337, 0.560, -0.106], [-0.472, -0.132, 0.446], [0.591, 0.030, -0.073], [-0.024, 0.607, -0.692], [-0.029, -0.244, 0.118], [0.296, -0.094, 0.414], [-0.355, -0.081, 0.171], [0.453, -0.099, -0.448], [-0.031, 0.194, 0.210]],
  "orbital_gap_ev": 8.537,
  "energy_ev": -48725.63869,
  "homo_energy_ev": -8.5,
  "lumo_ev": 0.013,
  "total_charge": 0
}

{
  "formula": "C5H12O3S2",
  "method": "the ωB97M-V functional and the def2-TZVPD basis",
  "symbols": ["C", "C", "C", "C", "C", "O", "O", "O", "S", "S", "H", "H", "H", "H", "H", "H", "H", "H", "H", "H", "H", "H"],
  "coordinates": [[1.006, 0.860, 0.138], [1.811, -1.262, -0.806], [0.078, 0.272, -2.046], [-3.769, -0.860, 0.807], [0.632, -0.226, -0.751], [-0.707, -0.993, 1.542], [-3.096, -0.453, -1.723], [-2.543, 1.258, 0.026], [-0.709, -1.362, 0.100], [-2.662, -0.095, -0.396], [2.150, 0.887, 0.163], [0.560, 1.845, -0.182], [0.547, 0.640, 1.108], [1.495, -2.137, -1.474], [1.938, -1.668, 0.219], [2.691, -0.744, -1.325], [-0.874, 0.759, -1.851], [0.704, 0.964, -2.624], [-0.105, -0.628, -2.604], [-4.727, -0.387, 1.017], [-3.947, -1.923, 0.745], [-3.167, -0.671, 1.704]],
  "forces_ev_per_a": [[0.707, 1.977, 1.138], [-1.007, -0.293, -1.864], [-0.334, -0.697, -0.382], [0.956, 0.209, 1.462], [0.408, -1.598, -0.211], [0.531, -0.701, 0.007], [0.190, 0.284, -0.204], [0.612, 1.076, 0.169], [-1.110, 2.132, 0.131], [-1.207, -2.507, -0.492], [-1.647, 0.417, 0.402], [0.677, -0.932, 0.260], [0.678, 0.275, 0.401], [0.558, 1.043, 0.823], [0.666, 0.456, -0.667], [-0.912, -0.895, 1.202], [0.140, 0.229, -0.295], [0.159, -0.316, 0.394], [-0.374, -0.150, -1.042], [0.148, 0.584, -0.801], [0.361, -0.293, -0.625], [-0.200, -0.298, 0.193]],
  "orbital_gap_ev": 8.838,
  "energy_ev": -33190.07872,
  "homo_energy_ev": -9.3,
  "lumo_ev": -0.472,
  "total_charge": 0
}